A 19-piece molecular cluster, C87H109F5O27 overall at a distorted geometry. Source: the Open Molecules 2025 dataset; level of theory: ωB97M-V/def2-TZVPD.

XYZ file:
```
228
Properties=species:S:1:pos:R:3
C 12.2905 24.4316 27.6647
O 11.8132 23.6631 26.5713
C 12.5517 23.3626 25.5340
O 13.7708 23.4088 25.5531
O 11.7656 22.9916 24.5818
C 12.3747 22.4484 23.3757
H 12.8635 23.8549 28.3908
H 11.3875 24.8216 28.1342
H 12.9694 25.2148 27.3273
H 12.7562 23.2016 22.6864
H 11.7531 21.8220 22.7359
H 13.2921 21.8882 23.5565
C 17.8314 28.0712 27.8453
O 18.1946 27.4606 26.6463
C 19.4066 26.8651 26.5145
O 20.2861 26.8486 27.4011
O 19.5229 26.4688 25.2092
C 20.7651 25.9887 24.7617
H 16.8512 28.5056 27.6487
H 18.4880 28.9257 28.0090
H 17.8398 27.4802 28.7611
H 21.5156 26.7765 24.6968
H 20.7579 25.5814 23.7507
H 21.2175 25.2116 25.3778
C 26.6094 29.4038 24.1345
O 25.9151 29.1890 22.8977
C 24.6370 29.0568 22.8602
O 23.8606 29.1203 23.8996
O 24.3146 28.8419 21.6156
C 22.9663 28.7888 21.2184
H 26.5095 28.5993 24.8631
H 26.2139 30.3035 24.6059
H 27.6669 29.5506 23.9150
H 22.8802 28.0112 20.4594
H 22.6724 29.7336 20.7611
H 22.2574 28.4568 21.9769
C 6.6734 24.0393 22.9303
O 8.0125 23.8832 22.5448
C 8.5922 24.7025 21.6581
O 8.1081 25.7431 21.2520
O 9.7977 24.2434 21.4769
C 10.8494 25.0392 20.7947
H 6.5137 23.2775 23.6934
H 6.0244 23.8588 22.0734
H 6.4866 25.0424 23.3138
H 10.5248 25.4734 19.8490
H 11.6570 24.3238 20.6390
H 11.1948 25.8852 21.3888
C 21.6776 22.6037 15.5473
O 21.3842 22.5027 16.9432
C 20.2436 21.8325 17.3456
O 19.4256 21.2745 16.5903
O 20.0818 22.1621 18.7007
C 18.8456 22.0169 19.3816
H 20.8185 22.8394 14.9192
H 22.2887 21.7537 15.2436
H 22.4184 23.3975 15.4524
H 18.1928 22.8041 19.0046
H 19.1383 22.2462 20.4063
H 18.3471 21.0604 19.2242
C 15.5151 29.7271 25.5106
O 16.3056 30.8150 25.9923
C 15.7876 31.5651 26.9648
O 14.8392 31.2406 27.6479
O 16.5111 32.6996 26.9888
C 16.1893 33.6660 28.0118
H 16.1984 29.2525 24.8063
H 14.5554 29.9987 25.0711
H 15.3428 29.0640 26.3584
H 15.2496 34.1156 27.6908
H 16.9019 34.4834 28.1220
H 16.2145 33.1524 28.9729
C 24.9715 22.3985 24.8864
O 24.2532 21.9459 23.7746
C 23.5515 22.8077 23.0036
O 23.5103 24.0477 23.1789
O 22.8368 22.0466 22.1588
C 22.1652 22.6132 20.9784
H 24.2935 22.3547 25.7388
H 25.4596 23.3310 24.6029
H 25.7460 21.6562 25.0791
H 22.4821 22.1975 20.0218
H 22.2114 23.7022 20.9737
H 21.0870 22.4871 21.0772
C 13.2034 19.5846 25.3606
O 12.6972 19.2396 24.0768
C 13.4578 18.5116 23.2894
O 14.7041 18.4963 23.3482
O 12.6750 17.7231 22.4834
C 13.2845 17.0660 21.3961
H 14.2654 19.8265 25.4002
H 13.1202 18.7582 26.0664
H 12.6836 20.4594 25.7514
H 13.2370 17.7133 20.5204
H 12.8933 16.1103 21.0474
H 14.3399 16.8671 21.5824
C 12.7550 27.1443 24.4649
O 12.1813 27.9850 23.3710
C 13.0508 28.6310 22.5519
O 14.2706 28.7588 22.7488
O 12.3506 29.0760 21.4331
C 13.0586 29.7906 20.3546
H 12.2004 27.4682 25.3456
H 13.8042 27.3660 24.6605
H 12.5626 26.0756 24.3709
H 13.8256 29.2452 19.8046
H 13.4273 30.7849 20.6068
H 12.3055 30.0318 19.6044
F 19.8980 28.6566 19.6339
C 19.6158 27.5443 18.9581
C 20.5682 26.6190 18.4496
C 20.1584 25.5576 17.6818
C 18.8035 25.3302 17.4865
C 17.8693 26.2147 18.0175
C 18.2387 27.3995 18.7181
H 21.5976 26.7936 18.7258
H 20.9434 24.9591 17.2436
H 18.4431 24.4784 16.9289
H 16.8340 26.1600 17.7152
H 17.6144 28.1961 19.0949
F 13.7743 27.4006 27.6220
C 13.5766 27.6234 28.9089
C 12.4349 28.2269 29.3539
C 12.1205 28.4337 30.7053
C 13.0661 27.9214 31.6699
C 14.2492 27.3237 31.2211
C 14.4620 27.1721 29.8547
H 11.7044 28.5602 28.6316
H 11.2218 28.9056 31.0741
H 12.8287 28.0089 32.7198
H 14.8900 26.9715 32.0159
H 15.3116 26.6408 29.4520
F 15.2801 18.8616 17.2501
C 15.0678 19.4090 18.4582
C 13.8906 20.1663 18.6661
C 13.6470 20.8101 19.8470
C 14.6150 20.6995 20.8730
C 15.7416 19.8623 20.7567
C 15.9736 19.2192 19.5248
H 13.2126 20.2102 17.8266
H 12.7520 21.4113 19.9110
H 14.5297 21.3594 21.7236
H 16.3422 19.6993 21.6394
H 16.8533 18.6210 19.3386
F 17.3160 23.7266 30.3784
C 17.5729 23.7671 29.0523
C 16.5881 24.3302 28.2481
C 16.7409 24.3880 26.8681
C 17.8906 23.8694 26.3100
C 18.8591 23.2495 27.1248
C 18.7035 23.2355 28.4994
H 15.6254 24.5442 28.6884
H 15.9573 24.7829 26.2385
H 18.0825 23.8730 25.2472
H 19.7822 22.8846 26.6990
H 19.4896 22.9109 29.1650
F 18.8202 21.0120 22.3172
C 19.1652 20.5538 23.5416
C 20.2340 21.0280 24.2728
C 20.5376 20.5110 25.5515
C 19.7352 19.5199 26.1249
C 18.6046 19.1478 25.4114
C 18.3049 19.6384 24.1500
H 20.7720 21.8914 23.9101
H 21.4254 20.9258 26.0056
H 19.9771 18.9643 27.0189
H 18.0558 18.2812 25.7494
H 17.5416 19.1314 23.5784
C 22.5586 30.6003 27.4802
C 22.1575 31.6090 28.3665
C 20.7937 31.8342 28.4658
C 19.8584 31.2680 27.5854
C 20.2967 30.3665 26.6621
C 21.6691 30.0332 26.6328
H 23.5860 30.3005 27.3350
H 22.8585 32.0890 29.0332
H 20.3348 32.3855 29.2732
H 18.7955 31.4144 27.7084
H 19.6646 29.8486 25.9560
H 21.9775 29.2145 25.9995
C 11.6776 31.3622 24.7317
C 10.4888 32.0802 24.6952
C 10.2279 32.9317 23.6062
C 11.1305 32.9926 22.5752
C 12.3326 32.3683 22.6526
C 12.6354 31.5898 23.7737
H 11.8712 30.6892 25.5539
H 9.7983 31.9714 25.5185
H 9.2825 33.4520 23.6489
H 11.0594 33.5905 21.6786
H 13.0109 32.4598 21.8172
H 13.6154 31.1361 23.7598
C 16.4519 24.3433 22.7976
C 16.1021 25.6414 23.1414
C 17.0281 26.5872 22.8030
C 18.2039 26.4080 22.1252
C 18.5313 25.1343 21.7817
C 17.6076 24.1316 22.0406
H 15.8704 23.4511 22.9773
H 15.1995 25.7652 23.7214
H 16.8796 27.5961 23.1586
H 18.9173 27.1961 21.9342
H 19.4466 24.8929 21.2616
H 17.8689 23.1018 21.8464
C 15.2153 24.4427 19.1978
C 14.9424 23.4001 18.3054
C 14.0025 23.5190 17.2966
C 13.3662 24.7548 17.2013
C 13.4960 25.7593 18.1909
C 14.4790 25.5772 19.1421
H 15.9531 24.2439 19.9610
H 15.3675 22.4080 18.2677
H 13.7796 22.7142 16.6116
H 12.6728 24.8979 16.3858
H 12.9467 26.6890 18.1721
H 14.6709 26.3913 19.8253
C 16.9749 32.3228 23.0147
C 18.2498 32.4376 23.6102
C 19.2148 31.4894 23.2844
C 18.9014 30.3867 22.4911
C 17.6598 30.3208 21.8787
C 16.6807 31.2837 22.1797
H 16.1849 32.9702 23.3657
H 18.3097 33.2666 24.2997
H 20.2470 31.5847 23.5876
H 19.6455 29.6046 22.4568
H 17.4220 29.4194 21.3335
H 15.6707 31.1209 21.8336
```

Properties
E_HOMO ... -8.68 eV
Energy ... -5911.1853 Eh
Maximum force ... 6.39 eV Å⁻¹
Gap between HOMO and LUMO ... 0.3384 hartree
2S+1 ... 1
LUMO energy ... 0.5 eV